Density functional theory data (wB97M-V/def2-TZVPD) for C16H18FeN4O2S3 as an isolated structure.

Atoms and positions in Å:
1 Fe 0.0614 -0.0559 0.3407
2 C 4.3893 -0.9782 1.4426
3 C 3.0774 -1.1302 0.7289
4 O 2.0929 -0.4541 1.0537
5 N 3.0429 -2.0175 -0.2748
6 C 1.8695 -2.2416 -1.1095
7 C 1.7324 -1.1522 -2.1466
8 C 2.2814 -1.2745 -3.4123
9 C 2.1711 -0.2142 -4.2999
10 C 1.5223 0.9377 -3.8866
11 C 1.0049 0.9809 -2.6044
12 N 1.1022 -0.0409 -1.7528
13 H 4.2116 -0.6179 2.4521
14 H 4.9883 -0.2281 0.9229
15 H 4.9501 -1.9103 1.4726
16 H 3.8985 -2.4740 -0.5434
17 H 0.9850 -2.2440 -0.4684
18 H 1.9569 -3.2211 -1.5727
19 H 2.7781 -2.1911 -3.7025
20 H 2.5860 -0.2866 -5.2961
21 H 1.4073 1.7893 -4.5417
22 H 0.4931 1.8620 -2.2350
23 S -1.8587 -0.6301 -1.1938
24 C -2.5381 0.9070 -1.3857
25 C -3.5554 1.0168 -2.3828
26 N -4.3675 1.0681 -3.1947
27 C -2.1873 2.0210 -0.6192
28 S -1.0137 2.0084 0.6188
29 C -2.8317 3.2727 -0.8372
30 N -3.3011 4.3092 -1.0046
31 O -0.5913 -1.5939 1.5899
32 S -0.9234 -2.2286 2.9242
33 C 0.5983 -2.0646 3.9344
34 C 0.1740 -1.4009 5.2366
35 C -0.7859 -0.2894 4.8195
36 C -1.8060 -0.9540 3.9019
37 H 1.2443 -1.4196 3.3380
38 H 1.0522 -3.0462 4.0590
39 H 1.0332 -1.0233 5.7897
40 H -0.3457 -2.1235 5.8702
41 H -0.2405 0.4844 4.2748
42 H -1.2736 0.1739 5.6757
43 H -2.2746 -0.2788 3.1870
44 H -2.5812 -1.4773 4.4625

## Properties
**Net charge**: +1
**Spin multiplicity**: 2
**LUMO level (spin up / spin down)**: -3.349 / -5.333 eV
**Expectation value of S²**: 0.774
**HOMO (spin up / spin down)**: -11.148 / -12.232 eV
**Strongest force on any atom**: 2.011 eV/Å